Arrangement A

{"formula": "C3H6N2O2", "method": "ωB97M-V/def2-TZVPD", "symbols": ["C", "C", "C", "N", "N", "O", "O", "H", "H", "H", "H", "H", "H"], "positions_angstrom": [[-1.9338, -0.8770, -0.6002], [-0.9413, -1.1870, 0.1795], [0.7907, 0.7871, 0.4085], [2.7115, -0.5596, 0.2092], [-0.0906, 1.8342, 0.2998], [3.3884, -1.1111, -0.6060], [1.5492, 0.3206, -0.5093], [-2.6192, -1.5974, -0.9022], [-2.1122, 0.1192, -1.0539], [-0.5368, -2.0569, 0.6600], [1.1717, 0.6930, 1.5185], [-0.8057, 1.7009, 0.9804], [-0.5719, 1.9341, -0.5843]], "nbo_charge": [-0.527, -0.062, 0.523, 0.063, -0.766, -0.370, -0.443, 0.221, 0.202, 0.198, 0.183, 0.389, 0.390], "homo_lumo_gap_ev": [6.95, 8.15], "homo_ev": [-6.40, -9.33], "multiplicity": 3}

Arrangement B

{"formula": "C3H6N2O2", "method": "ωB97M-V/def2-TZVPD", "symbols": ["C", "C", "C", "N", "N", "O", "O", "H", "H", "H", "H", "H", "H"], "positions_angstrom": [[-1.5451, 0.1051, -1.4161], [2.3457, 0.4659, -0.8485], [-2.4442, -0.4388, 0.8500], [1.3568, 0.4503, 0.1887], [-2.2765, -0.1702, -0.5266], [-1.0222, 0.3406, -2.4273], [1.6484, -0.1077, 1.2267], [2.5438, 1.5172, -1.0722], [3.2660, -0.0683, -0.5948], [1.8697, 0.0529, -1.7400], [-3.1084, -1.2997, 0.9407], [-1.4931, -0.6638, 1.3366], [-2.9133, 0.4159, 1.3484]], "nbo_charge": [0.855, -0.490, -0.410, 0.032, -0.530, -0.546, -0.203, 0.217, 0.218, 0.228, 0.209, 0.211, 0.208], "homo_lumo_gap_ev": [9.15, 9.23], "homo_ev": [-8.29, -10.25], "multiplicity": 3}

Relative energies, in kJ/mol, with the most stable structure set to zero: arrangement A 361.6; arrangement B 0.0.

Arrangement A

{"formula": "CH7NS", "method": "ωB97M-V/def2-TZVPD", "symbols": ["C", "N", "H", "H", "H", "H", "H", "S", "H", "H"], "positions_angstrom": [[-0.9860, 0.0562, -0.8531], [-0.1840, -0.8985, -1.6573], [-0.9580, -0.1982, 0.2134], [-0.5090, 1.0291, -0.9271], [-2.0481, 0.0337, -1.1136], [0.4926, -1.2253, -0.9760], [-0.5764, -1.7368, -2.0459], [1.4182, 0.5726, 2.0488], [2.5846, 1.2434, 2.2660], [0.7662, 1.1239, 3.0448]], "nbo_charge": [-0.410, -0.851, 0.168, 0.195, 0.192, 0.347, 0.359, -0.293, 0.153, 0.140], "homo_lumo_gap_ev": 9.90, "homo_ev": -9.09, "smiles": "CN.S"}

Arrangement B

{"formula": "CH7NS", "method": "ωB97M-V/def2-TZVPD", "symbols": ["C", "N", "H", "H", "H", "H", "H", "S", "H", "H"], "positions_angstrom": [[-0.8041, -2.8945, -1.0343], [0.3090, -2.0820, -1.4858], [-0.6448, -3.0525, 0.1291], [-1.6929, -2.3928, -1.2896], [-0.7709, -3.9144, -1.6338], [0.1865, -2.0882, -2.5061], [1.2063, -2.5362, -1.3292], [1.0181, 6.7602, 2.6114], [-0.1032, 6.3027, 3.0109], [1.2960, 5.8978, 3.5274]], "nbo_charge": [-0.400, -0.826, 0.192, 0.192, 0.154, 0.340, 0.348, -0.259, 0.128, 0.131], "homo_lumo_gap_ev": 10.42, "homo_ev": -9.30, "smiles": "CN.S"}

Relative energies, in kJ/mol, with the most stable structure set to zero: arrangement A 0.0; arrangement B 51.9.

Arrangement A

{"formula": "C3H12N2", "method": "ωB97M-V/def2-TZVPD", "symbols": ["C", "C", "C", "N", "N", "H", "H", "H", "H", "H", "H", "H", "H", "H", "H", "H", "H"], "positions_angstrom": [[0.5435, 1.2138, 0.0607], [0.0799, -0.2098, -0.3192], [-0.5495, -0.9240, 0.9513], [-1.2529, -2.1673, 0.4641], [1.1739, 2.0544, -1.0157], [1.3352, 1.0006, 0.7778], [-0.2201, 1.8672, 0.4375], [1.0543, -0.7552, -0.5508], [-0.6949, -0.0232, -1.0434], [0.3266, -1.1517, 1.5491], [-1.3096, -0.2602, 1.3560], [-1.6353, -2.7260, 1.2274], [-1.9886, -1.8486, -0.1982], [-0.6491, -2.6804, -0.1767], [0.4549, 2.5539, -1.6187], [1.9052, 1.5818, -1.5930], [1.6962, 2.7993, -0.4832]], "nbo_charge": [-0.364, -0.527, -0.246, -0.673, -0.968, 0.205, 0.219, 0.232, 0.224, 0.241, 0.235, 0.456, 0.447, 0.447, 0.320, 0.367, 0.386], "homo_lumo_gap_ev": [2.87, 12.70], "homo_ev": [-6.74, -16.63], "total_charge": 1, "multiplicity": 2}

Arrangement B

{"formula": "C3H12N2", "method": "ωB97M-V/def2-TZVPD", "symbols": ["C", "C", "C", "N", "H", "H", "H", "H", "H", "H", "H", "H", "H", "N", "H", "H", "H"], "positions_angstrom": [[1.8845, 0.4170, 0.7675], [0.3502, 0.3199, 0.8896], [-0.3094, 1.6764, 1.1053], [-0.1588, -0.3151, -0.3163], [2.2697, 0.8356, 1.6956], [2.3431, -0.5591, 0.6067], [2.1861, 1.0720, -0.0510], [0.1133, -0.3528, 1.7202], [-1.3904, 1.5736, 1.1696], [0.0543, 2.1237, 2.0258], [-0.0523, 2.3636, 0.2962], [0.3705, -1.1791, -0.5142], [-0.0685, 0.2963, -1.1361], [-1.6450, -2.1106, -2.1648], [-2.2718, -1.7134, -2.8544], [-1.6307, -1.4613, -1.3802], [-2.0449, -2.9868, -1.8596]], "nbo_charge": [-0.586, -0.099, -0.632, -0.287, 0.278, 0.236, 0.235, 0.256, 0.244, 0.255, 0.226, 0.422, 0.411, -1.044, 0.380, 0.322, 0.382], "homo_lumo_gap_ev": [10.96, 5.07], "homo_ev": [-14.24, -14.06], "total_charge": 1, "multiplicity": 2}

Relative energies, in kJ/mol, with the most stable structure set to zero: arrangement A 159.6; arrangement B 0.0.

Arrangement A

{"formula": "C4H9N2Se", "method": "ωB97M-V/def2-TZVPD", "symbols": ["C", "C", "C", "C", "N", "N", "Se", "H", "H", "H", "H", "H", "H", "H", "H", "H"], "positions_angstrom": [[0.1203, -2.0645, 0.1558], [0.1370, -0.8185, 1.0721], [-0.8725, -0.6273, -1.1058], [0.8921, 0.8105, -0.4651], [-0.5110, -1.8453, -0.9672], [-0.2997, 0.1886, 0.1081], [-3.4469, -0.0166, 0.6078], [0.4488, -3.0014, 0.4373], [-0.7023, -1.0515, 1.7600], [1.0018, -0.6099, 1.5621], [-1.0760, -0.1778, -2.0787], [0.6562, 1.7211, -1.0486], [1.5763, 1.2751, 0.2793], [1.3138, -0.0431, -1.0344], [-1.0118, 0.7482, 0.5593], [-4.0832, -1.1416, 0.1918]], "nbo_charge": [0.150, -0.312, 0.207, -0.445, -0.405, -0.412, -0.068, 0.224, 0.272, 0.250, 0.258, 0.254, 0.249, 0.239, 0.464, 0.075], "homo_lumo_gap_ev": [7.96, 6.80], "homo_ev": [-13.50, -13.00], "total_charge": 1}

Arrangement B

{"formula": "C4H9N2Se", "method": "ωB97M-V/def2-TZVPD", "symbols": ["C", "C", "C", "C", "N", "N", "Se", "H", "H", "H", "H", "H", "H", "H", "H", "H"], "positions_angstrom": [[-0.6867, -1.5836, 1.0648], [0.5975, -1.3154, 0.3824], [-0.8736, 0.4451, 0.3879], [0.1325, -0.2336, -1.7264], [-1.4740, -0.4778, 0.9862], [0.3277, -0.0434, -0.3366], [0.1718, 3.3409, 1.9654], [-0.8842, -2.3342, 1.7971], [1.4341, -1.2482, 1.0400], [0.8020, -2.1723, -0.3253], [-1.2599, 1.4112, -0.0940], [-0.1722, 0.5974, -2.2626], [0.8540, -0.7526, -2.4367], [-0.6729, -0.9357, -1.8448], [1.1934, 0.5810, -0.2930], [0.5105, 4.7210, 1.6955]], "nbo_charge": [0.088, -0.315, 0.221, -0.465, -0.362, -0.407, -0.068, 0.240, 0.262, 0.262, 0.245, 0.246, 0.272, 0.232, 0.466, 0.082], "homo_lumo_gap_ev": [7.52, 6.85], "homo_ev": [-12.89, -12.45], "total_charge": 1}

Relative energies, in kJ/mol, with the most stable structure set to zero: arrangement A 0.0; arrangement B 19.7.

Arrangement A

{"formula": "C2H2Cl3NO2", "method": "ωB97M-V/def2-TZVPD", "symbols": ["O", "N", "O", "C", "Cl", "Cl", "C", "Cl", "H", "H"], "positions_angstrom": [[-0.8219, -1.9119, -0.4233], [-1.7589, -1.2781, -0.0204], [-2.7935, -1.6792, 0.3850], [-1.6346, 0.2592, -0.0660], [-2.2042, 0.8372, 1.5124], [-2.7339, 0.6644, -1.3848], [-0.1460, 0.6182, -0.4219], [0.1611, 2.2494, 0.0518], [0.5121, 0.0022, 0.2045], [0.1459, 0.4313, -1.6109]], "nbo_charge": [-0.359, 0.508, -0.323, -0.011, 0.072, 0.053, -0.470, 0.007, 0.251, 0.273], "homo_lumo_gap_ev": 10.93, "homo_ev": -11.24, "smiles": "O=[N+]([O-])C(Cl)(Cl)CCl"}

Arrangement B

{"formula": "C2H2Cl3NO2", "method": "ωB97M-V/def2-TZVPD", "symbols": ["C", "C", "N", "O", "O", "Cl", "Cl", "Cl", "H", "H"], "positions_angstrom": [[1.0320, 0.0406, -0.1611], [-2.6427, -0.0878, 0.0059], [2.3674, 0.0073, 0.1698], [0.5607, -1.1061, -0.5241], [0.3918, 1.0690, -0.0613], [-2.7950, 1.5733, -0.2793], [-3.1310, -0.6354, 1.5532], [-1.5422, -0.9671, -0.8180], [2.9189, -0.7856, -0.1074], [2.8401, 0.8919, 0.2223]], "nbo_charge": [0.859, -0.212, -0.858, -0.673, -0.727, 0.177, 0.125, 0.528, 0.388, 0.392], "homo_lumo_gap_ev": [7.91, 7.02], "homo_ev": [-9.60, -9.06]}

Relative energies, in kJ/mol, with the most stable structure set to zero: arrangement A 67.0; arrangement B 0.0.

Arrangement A

{"formula": "C23H23AsN5O7SV", "method": "ωB97M-V/def2-TZVPD", "symbols": ["V", "O", "As", "O", "O", "C", "C", "C", "C", "C", "C", "S", "O", "O", "O", "H", "H", "H", "H", "H", "C", "N", "C", "C", "C", "C", "C", "N", "C", "C", "C", "C", "C", "C", "H", "H", "H", "H", "H", "H", "H", "H", "H", "H", "H", "C", "N", "C", "C", "C", "N", "C", "O", "N", "H", "H", "H", "H", "H", "H", "H"], "positions_angstrom": [[-0.0842, -0.1263, -0.1308], [2.5977, 2.4902, -2.0057], [2.8634, 1.4602, -0.6406], [1.9865, 2.4240, 0.5408], [1.3644, 0.2580, -0.8584], [1.4955, 3.7179, 0.4671], [2.3044, 4.7578, 0.8784], [1.7900, 6.0476, 0.9353], [0.4686, 6.3000, 0.6082], [-0.3518, 5.2598, 0.2000], [0.1664, 3.9700, 0.1183], [-0.8688, 2.7722, -0.6135], [-2.2296, 3.1447, -0.4722], [-0.6492, 1.4813, 0.3686], [-0.3312, 2.3867, -1.8777], [3.2068, 2.3631, -2.7476], [3.3271, 4.5516, 1.1649], [2.4313, 6.8595, 1.2511], [0.0734, 7.3043, 0.6656], [-1.3839, 5.4340, -0.0696], [-2.0013, -1.4662, 2.2053], [-1.7502, -1.0553, 0.8198], [-2.7465, -1.0427, 0.0044], [-2.4553, -0.7189, -1.3444], [-3.1546, -0.5280, -2.4974], [-2.1985, -0.2685, -3.5299], [-0.9586, -0.2901, -2.9749], [-1.0722, -0.5638, -1.6173], [-1.6092, -2.8907, 2.5295], [-1.2352, -3.1867, 3.8382], [-1.0063, -4.4992, 4.2258], [-1.1590, -5.5302, 3.3074], [-1.5209, -5.2396, 1.9997], [-1.7342, -3.9234, 1.6081], [-3.0681, -1.3365, 2.4098], [-1.4771, -0.7757, 2.8663], [-3.7568, -1.2755, 0.3325], [-4.2274, -0.5602, -2.6060], [-2.4180, -0.0751, -4.5670], [0.0042, -0.1097, -3.4205], [-1.1574, -2.3896, 4.5702], [-0.7394, -4.7200, 5.2512], [-1.0051, -6.5566, 3.6133], [-1.6461, -6.0392, 1.2810], [-2.0194, -3.7183, 0.5841], [2.3171, -3.9110, 1.6477], [1.9506, -2.5731, 2.1443], [2.2714, -2.1350, 3.3946], [1.9163, -0.9124, 3.8540], [1.1813, -0.0591, 2.9811], [0.8742, -0.5145, 1.7596], [1.2193, -1.7553, 1.3550], [0.8293, -2.0498, 0.2003], [0.7767, 1.1554, 3.3186], [2.9953, -4.3620, 2.3655], [2.8092, -3.8115, 0.6840], [1.4200, -4.5129, 1.5465], [2.8388, -2.8294, 3.9986], [2.1968, -0.5948, 4.8464], [0.9929, 1.5412, 4.2223], [0.3034, 1.7357, 2.6427]], "nbo_charge": [1.406, -1.003, 1.825, -0.871, -0.675, 0.384, -0.272, -0.138, -0.201, -0.130, -0.463, 2.390, -0.867, -0.808, -0.902, 0.527, 0.239, 0.244, 0.249, 0.261, -0.247, -0.453, 0.207, -0.011, -0.111, -0.226, 0.030, -0.405, -0.086, -0.219, -0.200, -0.198, -0.213, -0.165, 0.225, 0.208, 0.231, 0.260, 0.262, 0.244, 0.214, 0.233, 0.237, 0.234, 0.207, -0.405, -0.368, 0.151, -0.356, 0.504, -0.590, 0.797, -0.570, -0.717, 0.232, 0.239, 0.246, 0.252, 0.265, 0.430, 0.434], "homo_lumo_gap_ev": 6.18, "homo_ev": -14.25, "total_charge": 2}

Arrangement B

{"formula": "C23H23AsN5O7SV", "method": "ωB97M-V/def2-TZVPD", "symbols": ["V", "O", "As", "O", "O", "C", "C", "C", "C", "C", "C", "S", "O", "O", "O", "H", "H", "H", "H", "H", "C", "N", "C", "C", "C", "C", "C", "N", "C", "C", "C", "C", "C", "C", "H", "H", "H", "H", "H", "H", "H", "H", "H", "H", "H", "C", "N", "C", "C", "C", "N", "C", "O", "N", "H", "H", "H", "H", "H", "H", "H"], "positions_angstrom": [[0.5383, 0.3223, 0.8782], [-0.4469, -1.1562, 4.3765], [1.1301, -0.4238, 4.1692], [1.8764, -1.7511, 3.3024], [0.5951, 0.4872, 2.5642], [1.3654, -3.0199, 3.1274], [1.6065, -3.9658, 4.1045], [1.1726, -5.2733, 3.9333], [0.5112, -5.6530, 2.7753], [0.2857, -4.7205, 1.7801], [0.6999, -3.3978, 1.9566], [0.3476, -2.3216, 0.6459], [0.1344, -3.0421, -0.5519], [1.4943, -1.2874, 0.5799], [-0.7387, -1.3419, 1.0161], [-0.8162, -1.0336, 5.2619], [2.1553, -3.6737, 4.9900], [1.3688, -6.0025, 4.7076], [0.1841, -6.6738, 2.6400], [-0.2024, -5.0083, 0.8596], [-0.9931, -0.0561, -1.9488], [0.2128, 0.3704, -1.1958], [1.2988, 0.7049, -1.7771], [2.3377, 1.2001, -0.9125], [3.6402, 1.5090, -1.0571], [4.1303, 1.9098, 0.2566], [3.1139, 1.8086, 1.1322], [1.9612, 1.3500, 0.4576], [-0.7718, -0.1916, -3.4241], [-0.9352, 0.9055, -4.2649], [-0.6909, 0.7856, -5.6247], [-0.2804, -0.4336, -6.1476], [-0.1166, -1.5314, -5.3141], [-0.3601, -1.4108, -3.9536], [-1.7566, 0.6932, -1.7227], [-1.3199, -0.9974, -1.5084], [1.4383, 0.6255, -2.8518], [4.2153, 1.4698, -1.9686], [5.1310, 2.2393, 0.4845], [3.0631, 2.0263, 2.1855], [-1.2636, 1.8545, -3.8548], [-0.8284, 1.6372, -6.2770], [-0.0965, -0.5307, -7.2091], [0.1925, -2.4827, -5.7253], [-0.2401, -2.2704, -3.3039], [-1.7523, 5.0122, -0.7003], [-1.9210, 3.8262, 0.1529], [-3.0107, 3.6817, 0.9341], [-3.1850, 2.5932, 1.7107], [-2.1936, 1.5761, 1.6638], [-1.0915, 1.7098, 0.8933], [-0.9138, 2.8709, 0.1199], [0.0582, 3.0385, -0.5814], [-2.3770, 0.4907, 2.4098], [-2.3778, 5.8071, -0.3051], [-2.0429, 4.7816, -1.7234], [-0.7114, 5.3161, -0.6812], [-3.7296, 4.4888, 0.8999], [-4.0565, 2.4835, 2.3358], [-3.2420, 0.4072, 2.9171], [-1.7963, -0.3317, 2.3627]], "nbo_charge": [1.386, -1.034, 1.840, -0.824, -0.747, 0.320, -0.251, -0.117, -0.209, -0.134, -0.398, 2.404, -0.850, -0.815, -0.927, 0.523, 0.244, 0.247, 0.251, 0.258, -0.267, -0.430, 0.203, 0.025, -0.096, -0.182, -0.033, -0.338, -0.015, -0.226, -0.199, -0.182, -0.195, -0.221, 0.217, 0.235, 0.252, 0.263, 0.264, 0.240, 0.210, 0.232, 0.234, 0.233, 0.223, -0.404, -0.390, 0.155, -0.378, 0.502, -0.596, 0.782, -0.606, -0.731, 0.225, 0.225, 0.248, 0.245, 0.254, 0.420, 0.435], "homo_lumo_gap_ev": [5.41, 5.40], "homo_ev": [-13.84, -13.84], "total_charge": 2}

Relative energies, in kJ/mol, with the most stable structure set to zero: arrangement A 0.0; arrangement B 20.3.